43
Properties=species:S:1:pos:R:3:nbo_charge:R:1 method="wB97M-V/def2-TZVPD" fmax_ha_per_bohr=0.004 homo_lumo_gap_ev="6.272 / 6.273" lumo_ev="-5.3 / -5.3" total_charge=+1
C -2.770 -1.557 -1.098 0.012
H 4.116 1.892 -1.598 0.235
Cl -6.022 1.400 -0.444 0.087
H -4.286 -0.254 4.039 0.250
C -3.991 4.380 -0.101 -0.084
C -2.453 -0.292 -0.718 -0.230
I 2.220 -0.205 -0.511 0.332
C 2.026 1.787 -1.138 -0.204
H -3.051 -1.017 2.995 0.224
H -2.558 0.084 4.268 0.251
N -0.347 1.775 -0.487 -0.573
C -2.772 1.930 0.263 -0.230
C -3.456 1.051 2.595 0.197
C 3.077 3.704 -2.088 -0.201
H -4.975 4.294 -0.573 0.189
Au -0.453 -0.230 -0.645 1.057
C -5.053 -1.011 -1.059 -0.105
Cl -6.686 -1.448 -1.319 0.110
C -3.393 0.662 -0.389 -0.091
N -4.431 1.862 2.650 -0.373
H -3.389 5.379 -1.666 0.494
H -5.054 3.778 2.092 0.214
Cl -2.166 2.322 -2.403 -0.081
C -1.608 2.413 -0.655 -0.017
H -0.245 4.191 -1.737 0.238
C 3.166 2.410 -1.605 -0.212
Cl -1.314 -2.553 -1.247 0.108
C 1.838 4.320 -2.120 -0.167
C -2.329 1.258 1.611 0.583
H -4.055 5.162 0.658 0.190
O -3.009 4.743 -1.054 -0.739
C -4.724 0.291 -0.622 0.058
C -4.397 2.971 1.787 -0.007
H 1.743 5.322 -2.517 0.235
C -3.337 -0.109 3.528 -0.658
H 3.961 4.210 -2.448 0.238
C 0.700 3.674 -1.664 -0.244
H -1.470 3.469 -0.468 0.275
C -3.709 3.079 0.652 -0.027
C 0.762 2.384 -1.123 0.192
O -1.249 0.778 1.841 -0.523
C -4.069 -1.978 -1.276 -0.122
Cl -4.409 -3.579 -1.750 0.116